one | The following is a quantum chemistry calculation of one molecule with the formula C19H22N2O5S, from the OMol25 dataset.

The geometry in XYZ format:
```
49
C19H22N2O5S ωB97M-V with the def2-TZVPD basis set
C -5.0316 -3.4269 1.6637
C -4.0081 -3.7053 0.8793
C -3.3108 -2.7320 -0.0249
N -3.7334 -1.3654 0.1571
C -4.3813 -0.6676 -0.7908
O -4.6385 -1.0847 -1.8987
C -4.7792 0.7468 -0.3430
O -3.9420 1.2874 0.6574
C -2.6631 1.6162 0.3286
C -2.0818 1.3909 -0.9172
C -0.7631 1.7573 -1.1294
C -0.0333 2.3337 -0.1108
S 1.6688 2.7941 -0.3798
O 2.0881 2.3314 -1.6689
O 1.8441 4.1762 -0.0452
N 2.4552 1.9624 0.8522
C 2.8898 0.6437 0.7094
C 2.1568 -0.2576 -0.0490
C 2.5709 -1.5722 -0.1828
C 3.7240 -2.0166 0.4546
O 4.2170 -3.2876 0.4209
C 3.6582 -4.2335 -0.4677
C 4.0573 -3.9865 -1.9197
C 4.4503 -1.1111 1.2298
C 4.0441 0.1994 1.3512
C -0.6013 2.5686 1.1282
C -1.9135 2.2098 1.3499
H -5.4888 -4.1786 2.2827
H -5.4662 -2.4424 1.7143
H -3.6012 -4.7064 0.8388
H -2.2268 -2.8031 0.1309
H -3.5235 -2.9875 -1.0690
H -3.5987 -0.9496 1.0665
H -4.8353 1.3971 -1.2228
H -5.7739 0.6960 0.1106
H -2.6366 0.9309 -1.7189
H -0.2870 1.5972 -2.0842
H 3.0751 2.5656 1.3703
H 1.2645 0.0747 -0.5529
H 1.9752 -2.2361 -0.7890
H 2.5664 -4.2678 -0.3631
H 4.0640 -5.1911 -0.1289
H 5.1404 -3.9975 -2.0098
H 3.6418 -4.7660 -2.5524
H 3.6951 -3.0204 -2.2626
H 5.3417 -1.4614 1.7253
H 4.6231 0.8894 1.9474
H -0.0089 3.0333 1.8992
H -2.3892 2.3795 2.3027
```

Properties
- SMILES = C=CCNC(=O)COc1ccc(S(=O)(=O)Nc2ccc(OCC)cc2)cc1
- 2S+1 = 1
- LUMO level (eV) = 0.4
- HOMO-LUMO gap (eV) = 8.488

two | The following is a quantum chemistry calculation of one molecule with the formula C19H22N2O5S, from the OMol25 dataset.

The geometry in XYZ format:
```
49
C19H22N2O5S ωB97M-V with the def2-TZVPD basis set
C 2.1440 2.7023 1.3384
C 0.7858 2.0305 1.1634
N 0.5864 1.6076 -0.2097
C -0.2180 2.4553 -1.0647
C -1.6891 2.4351 -0.6218
O -2.2147 3.3832 -0.0786
N -2.2653 1.2365 -0.8709
C -3.4943 0.7479 -0.4157
C -4.4926 1.5702 0.0993
C -5.6844 1.0087 0.5263
C -5.8875 -0.3548 0.4482
C -4.8882 -1.1892 -0.0574
C -5.1500 -2.6521 -0.0922
C -3.9916 -3.5437 -0.4654
O -6.2407 -3.1053 0.1763
C -3.6942 -0.6266 -0.4936
S 0.5545 -0.0395 -0.4518
O -0.1202 -0.7209 0.6187
O 0.0511 -0.2592 -1.7850
C 2.2900 -0.4267 -0.3874
C 2.8010 -1.1603 0.6627
C 4.1583 -1.4266 0.7260
C 5.0042 -0.9499 -0.2749
O 6.3402 -1.1457 -0.3156
C 6.9542 -1.8986 0.7070
C 4.4678 -0.2073 -1.3357
C 3.1169 0.0526 -1.3899
H 2.9438 2.0209 1.0577
H 2.2100 3.5892 0.7138
H 2.2776 2.9969 2.3756
H -0.0154 2.7138 1.4595
H 0.7194 1.1385 1.7905
H -0.1224 2.0780 -2.0839
H 0.1623 3.4778 -1.0093
H -1.6728 0.5365 -1.3086
H -4.3268 2.6325 0.1664
H -6.4589 1.6476 0.9234
H -6.8116 -0.8038 0.7792
H -3.1336 -3.3361 0.1697
H -4.2890 -4.5834 -0.3537
H -3.7078 -3.3648 -1.5005
H -2.8971 -1.2368 -0.8895
H 2.1259 -1.5221 1.4220
H 4.5428 -2.0029 1.5519
H 8.0125 -1.9261 0.4538
H 6.5636 -2.9198 0.7416
H 6.8282 -1.4241 1.6846
H 5.1402 0.1483 -2.0995
H 2.6856 0.6166 -2.2006
```

Properties
- SMILES = CCN(CC(=O)Nc1cccc(C(C)=O)c1)S(=O)(=O)c1ccc(OC)cc1
- 2S+1 = 1
- LUMO level (eV) = 0.4
- HOMO-LUMO gap (eV) = 8.957

Short version: one is the least stable of them.

one | The following is a quantum chemistry calculation of a 2-piece molecular cluster, C3H4O overall, from the OMol25 dataset.

The geometry in XYZ format:
```
8
C3H4O ωB97M-V with the def2-TZVPD basis set
C 0.4404 0.4143 0.7594
C 1.2512 -0.5499 0.0489
C 1.0983 0.6849 -0.4720
H 1.4936 -1.5694 -0.2127
H 1.2180 1.3990 -1.2376
O -2.0440 -0.0627 0.0944
H -2.3824 -0.1172 0.9349
H -1.0751 -0.1990 0.0847
```

Properties
- SMILES = C1=CC=1.O
- 2S+1 = 1
- LUMO level (eV) = 0.5
- HOMO-LUMO gap (eV) = 9.954

two | The following is a quantum chemistry calculation of a 2-piece molecular cluster, C3H4O overall, from the OMol25 dataset.

The geometry in XYZ format:
```
8
C3H4O ωB97M-V with the def2-TZVPD basis set
C -2.3502 0.3911 -0.2874
C -1.4913 -0.4184 -0.1533
H -3.1997 1.1387 -0.3802
H -0.8529 -1.2806 -0.2285
C 2.0512 0.0553 0.2547
O 1.4200 -0.9083 -0.1090
H 2.3137 0.1082 1.3694
H 2.1092 0.9141 -0.4657
```

Properties
- SMILES = C#C.C=O
- 2S+1 = 1
- LUMO level (eV) = 0.7
- HOMO-LUMO gap (eV) = 10.996

Short version: one is the least stable of them.